(1)
Entry from the Open Molecules 2025 dataset: a molecular structure, C42H44P2Sr (the ωB97M-V functional and the def2-TZVPD basis).

## Properties
Kohn-Sham gap (alpha / beta) (eV): 2.33 / 2.34
Net charge: 0
Spin multiplicity: 1
LUMO level (alpha / beta) (eV): -0.94 / -0.93

Each line ends with the Löwdin charge.
Positions of all 89 atoms, in Å:
Sr: 1.0116 1.6485 -1.9886  1.330
P: -2.0612 1.3313 0.3507  0.957
P: 0.8514 -0.9735 0.8134  1.039
C: -4.2917 -6.3252 2.3830  -0.163
C: 3.9408 2.5176 -0.1857  -0.176
C: -1.7295 2.7803 -2.0080  -0.169
C: 2.5972 -3.3608 -2.7107  -0.086
C: 2.7215 3.3366 -3.6454  -0.179
C: 3.2251 -3.4528 -1.4555  -0.079
C: -2.9245 2.4633 1.4466  -0.301
C: -2.7642 2.3718 2.8410  -0.067
C: 1.9094 -1.6071 -0.5987  -0.341
C: 2.9817 -0.6884 2.6852  -0.096
C: 1.7319 3.8488 -2.6076  -0.263
C: -2.4650 1.7621 -1.3480  -0.329
C: -3.4656 3.2342 3.6941  -0.069
C: 1.8135 -2.2441 -2.9703  -0.094
C: 2.0264 -2.8787 4.1654  -0.079
C: -4.2995 4.2207 3.1567  -0.078
C: -4.3710 -4.9231 2.4218  -0.151
C: -3.6550 3.5479 0.9145  -0.073
C: -2.3708 -0.4169 0.4863  -0.189
C: 3.2185 3.8464 -0.5531  -0.161
C: 1.6590 -1.3004 -1.9591  -0.195
C: -2.4906 1.9025 -4.1320  -0.078
C: -3.2801 -6.9434 1.6267  -0.146
C: -3.3949 1.0559 -3.4697  -0.052
C: -3.3865 1.0006 -2.0756  -0.068
C: -2.4016 -6.1844 0.8741  -0.092
C: 3.2117 -2.2391 4.5347  -0.090
C: -0.3353 1.7048 0.6281  -0.438
C: 2.9067 -2.5909 -0.4080  -0.075
C: -4.3440 4.4230 1.7702  -0.075
C: 3.8619 2.3238 -3.2249  -0.198
C: 3.4680 1.3164 -0.9464  -0.229
C: 1.3236 -2.4509 3.0466  -0.083
C: -1.6932 2.7940 -3.4171  -0.129
C: -1.6335 -4.0054 0.0300  -0.133
C: -2.4647 -4.7432 0.8703  -0.393
C: 1.8932 3.8337 -1.2558  -0.228
C: -3.4616 -4.1362 1.7235  -0.089
C: 3.5368 1.2021 -2.3078  -0.281
C: 1.8252 -1.3738 2.2832  -0.393
C: 3.6777 -1.1442 3.8082  -0.092
C: 0.7427 0.8550 0.8908  -0.433
H: 3.4082 0.4078 -0.3325  0.081
H: -4.0582 0.4126 -4.0417  0.114
H: 3.9637 -4.2416 -1.3014  0.105
H: -5.1570 -4.4422 3.0130  0.083
H: -3.1980 -0.6042 1.1715  0.063
H: -1.5725 -4.2467 -1.0252  -0.029
H: -3.6839 3.7257 -0.1598  0.097
H: 5.0264 2.6932 -0.3304  0.126
H: -2.5963 -0.9089 -0.4638  0.052
H: 1.5888 1.2981 1.4517  0.038
H: -3.3653 3.1311 4.7694  0.107
H: 3.8268 2.3211 0.8993  0.103
H: -0.1964 2.7826 0.8726  0.065
H: 3.0477 4.3855 0.3853  0.119
H: 4.5869 -0.6280 4.1132  0.099
H: -4.9125 4.8410 3.8145  0.108
H: -5.0072 -6.9301 2.9377  0.072
H: 0.7285 3.9785 -3.0422  0.074
H: 0.3990 -2.9417 2.7318  0.104
H: 2.7258 -4.1240 -3.4790  0.103
H: -3.1882 -8.0347 1.6320  0.086
H: -4.0997 0.3424 -1.5607  0.125
H: -1.2367 3.5750 -1.4348  0.108
H: -2.4196 1.8856 -5.2255  0.113
H: -1.6187 -6.6574 0.2666  0.089
H: -4.9172 5.2545 1.3492  0.107
H: 1.6355 -3.7113 4.7425  0.106
H: -0.9898 -3.2035 0.4177  -0.057
H: -3.5058 -3.0474 1.7610  0.066
H: 3.7573 -2.5835 5.4121  0.101
H: 3.4462 -2.6608 0.5387  0.108
H: 2.1906 2.8679 -4.5072  0.119
H: 3.8778 4.4661 -1.1668  0.117
H: 3.3444 0.1787 2.1335  0.085
H: 4.2181 1.8416 -4.1604  0.122
H: 1.7034 -0.2879 -2.3663  -0.029
H: 1.4126 -1.9909 -3.9593  0.110
H: -2.0791 1.6374 3.2535  0.115
H: 1.0112 3.9239 -0.5849  0.097
H: 3.6740 0.2005 -2.7346  0.111
H: -1.0997 3.5609 -3.9382  0.101
H: -1.4874 -0.9354 0.9044  -0.021
H: 3.2272 4.2273 -4.0527  0.126
H: 4.7375 2.9020 -2.8806  0.116

Atomic forces in eV per Å
-3.1934 -3.1009 1.4870
2.5266 0.6754 0.6023
-0.0053 0.7054 -0.7258
0.0193 -0.0071 0.0046
-0.3576 0.1840 0.4844
-0.3427 -0.4365 -0.4929
-0.2444 -0.4201 0.3521
0.7018 0.2805 -0.2902
0.1370 -0.2815 -0.6187
-0.7502 0.8554 0.1115
-0.3540 0.2151 -0.0491
1.2020 0.4592 0.3093
-0.1480 -0.7274 0.3478
0.3758 0.5726 0.5679
-0.5539 0.7475 -0.8823
0.0370 -0.1697 -0.6327
0.6986 0.3803 0.1041
0.0787 0.0857 0.0554
0.0659 0.0159 -0.3436
0.3474 -0.0963 0.1343
-0.1436 -0.0543 0.5799
-0.4008 -0.5923 0.7171
0.3191 0.3246 0.2893
-0.3087 -0.2084 -0.0638
-0.4883 -0.6538 -0.3151
-0.3602 0.1611 -0.0012
0.6621 0.5259 -0.4526
0.0676 -0.0577 0.1311
-0.3672 0.4536 -0.0827
-0.2062 -0.0241 0.0076
-1.8739 1.2937 -0.9887
-0.7041 -0.0617 -0.2641
0.2369 -0.3398 0.0997
0.6733 0.5984 -0.8836
1.0266 -0.9598 0.8610
0.4606 0.4735 -0.3366
0.0633 0.5805 0.7873
1.1539 1.6111 -0.7821
-1.1235 -0.8620 0.8556
0.0512 2.1012 -0.6475
0.5668 -0.9317 0.0060
0.4951 -0.5912 0.1965
0.0287 -0.1747 0.3542
-0.0403 0.2239 -0.1730
2.8695 -1.1802 -0.4788
0.0728 0.2825 -0.5160
0.1068 0.1328 0.1100
-0.1958 0.2375 0.0210
0.2149 -0.1649 -0.1420
-0.1455 0.0099 -0.0423
0.5998 -0.4026 0.1252
-0.1210 -0.1823 0.2139
-0.4350 -0.2090 -0.1095
0.1202 0.1016 0.0912
-0.5777 -0.1010 -0.3605
-0.0167 -0.0271 -0.1318
-0.0806 0.1198 -0.5950
-0.2762 -0.8250 0.0596
0.1308 0.0767 -0.2062
-0.1545 -0.1466 0.0044
0.3292 -0.1103 -0.1873
0.1368 0.1214 -0.0757
0.2902 0.1594 0.4632
0.3056 0.0660 0.0701
0.1285 0.1694 0.3088
-0.0796 0.3245 -0.0100
0.5400 0.1635 -0.2192
0.1051 -0.5538 -0.1024
-0.1532 0.0047 0.4491
-0.3314 0.2241 0.3314
0.1762 -0.3612 0.1756
0.1475 0.0889 -0.0066
-0.6439 -0.0101 -0.3137
-0.1085 -0.2084 -0.0952
-0.0795 0.0831 -0.2038
-0.5437 -0.2474 -0.0698
-0.0506 0.4672 0.5539
0.0453 -0.0652 0.1199
-0.0516 -0.2272 0.0370
-0.2909 0.5378 0.3327
-0.9498 -0.9022 0.3276
0.4380 -0.2781 0.2561
-0.1650 -0.0525 -0.0078
0.3968 0.1865 -0.6676
-0.4038 0.3358 0.2037
-0.4468 -0.3794 0.1646
-0.4279 0.3494 -0.2708
-0.1143 -0.3317 -0.1781
-0.3396 -0.0494 0.1515



(2)
Entry from the Open Molecules 2025 dataset: a molecular structure, C8H12F12MgN2O10S4 (the ωB97M-V functional and the def2-TZVPD basis).

## Properties
Kohn-Sham gap (eV): 4.93
Net charge: 0
ΔE to the lowest compared entry with this formula, charge and spin (eV): 9.657
Spin multiplicity: 1
LUMO level (eV): -5.37

Each line ends with the Löwdin charge.
Positions of all 49 atoms, in Å:
S: -2.7081 1.7761 -2.5575  0.583
S: -2.6542 2.9080 -0.2749  0.657
S: 3.5305 0.7931 2.9622  0.657
S: 3.4738 2.2387 0.8445  0.528
Mg: 0.1251 -0.2302 0.2110  1.439
F: -2.7697 -0.8703 -3.0147  0.077
F: -5.0003 3.9961 -0.1462  0.129
F: 5.5580 2.2742 -0.9319  0.152
F: 5.5136 0.5598 0.4418  0.130
F: 6.1365 2.5098 1.1573  0.094
F: -4.7043 2.4669 1.4103  0.171
F: -4.0268 0.2804 -4.4467  0.140
F: 4.1322 -1.2802 4.5920  0.147
F: 2.1077 -1.4484 3.7866  0.108
F: -4.5968 -0.1370 -2.3257  0.113
F: 3.9167 -1.8843 2.4668  0.066
F: -5.1800 1.8818 -0.6624  0.111
O: 3.4880 3.2827 1.8604  -0.282
O: 2.7607 2.6874 -0.3012  -0.307
O: -1.4071 1.9332 -3.3057  -0.335
O: -2.2672 -1.7298 2.1110  -0.124
O: 2.6701 1.4973 3.8750  -0.286
O: -2.3813 4.2303 -0.8157  -0.257
O: -1.9861 2.7482 0.9713  -0.338
O: -3.7259 2.8192 -2.7067  -0.293
O: 4.9481 0.9949 3.0212  -0.271
O: 1.5894 -2.3912 -1.8398  -0.092
N: 2.8157 0.8479 1.3490  -0.331
N: -2.2190 1.4131 -1.1120  -0.329
C: 2.8162 -2.4126 -2.4148  -0.351
C: -2.9535 -2.9557 1.9946  -0.308
C: 3.3818 -1.1205 3.5037  -0.567
C: 2.7962 -1.5032 -3.6446  -0.062
C: -3.6055 0.1914 -3.1652  -0.603
C: 5.2862 1.8470 0.2989  -0.618
C: -4.3962 -2.5308 2.0094  -0.076
C: -4.5464 2.7583 0.1400  -0.616
H: -2.6015 -1.3997 2.9482  0.085
H: 1.3086 -3.2906 -2.0234  0.098
H: -2.5791 -3.3481 1.0491  0.115
H: 2.9217 -3.4364 -2.7738  0.118
H: 2.0026 -1.7063 -4.3636  0.083
H: -4.9030 -3.4950 2.0471  0.079
H: 3.5589 -2.1371 -1.6661  0.122
H: -2.6441 -3.5863 2.8282  0.119
H: 3.7236 -1.5142 -4.2173  0.078
H: 2.7641 -0.4890 -3.2467  0.075
H: -4.7902 -2.0052 1.1396  0.087
H: -4.6796 -2.0338 2.9372  0.086

Atomic forces in eV per Å
3.0990 0.9077 -5.3370
1.3468 0.9678 0.9326
-1.6987 -1.4346 1.3927
-1.0704 3.3119 0.1396
0.1501 1.4994 -0.1078
0.4171 0.4697 -0.8195
-0.1447 -1.0293 0.6968
-0.4867 -0.4923 0.4409
0.1139 -0.3972 -0.7627
-1.0726 -0.6149 -1.2691
-0.1541 -0.1058 -0.2378
0.4469 -0.0681 1.6782
-0.5958 -0.0786 -0.7753
0.8560 -0.2373 -0.5747
-0.4707 0.8259 -0.7133
-1.2725 0.6724 1.6865
0.3245 0.3791 1.2546
1.1120 -1.8159 -0.4679
-0.2794 -0.9909 -1.8670
-3.6865 -0.8455 0.6941
1.9678 1.2398 0.1807
0.3072 -0.8177 -0.4390
-0.8928 -2.2083 -0.5366
0.4331 -1.3544 1.6694
1.1313 -1.7873 0.4749
-0.5196 -0.1830 -0.5110
-3.4856 -0.2265 2.0147
1.3123 -0.6509 1.8999
-1.5743 1.9736 2.5448
2.2783 0.0875 -2.5570
0.0628 1.1681 -0.6654
0.9467 1.2774 -1.3923
1.0905 0.6210 0.4705
0.5022 -0.5665 0.4945
0.8277 1.4954 1.8572
-1.0016 -2.3769 0.0459
0.4350 1.1308 -2.1350
0.3803 0.7737 0.0739
-1.0960 0.2726 0.5680
-0.5121 -0.5124 0.0362
1.0143 -0.1310 0.1528
-0.2222 -0.0347 0.4211
-0.7800 0.0043 -0.0257
0.3659 -0.0646 -0.3453
-0.3604 -0.3764 -0.1008
0.1925 -0.3106 0.1421
-0.4894 0.2713 -0.3493
0.5378 0.1525 0.0549
0.2139 0.2097 -0.0280



(3)
Entry from the Open Molecules 2025 dataset: C4H7NO in the gas phase (the ωB97M-V functional and the def2-TZVPD basis).

## Properties
Kohn-Sham gap (eV): 10.44
Net charge: 0
ΔE to the lowest compared entry with this formula, charge and spin (eV): 2.631
Spin multiplicity: 1
SMILES: O[C@H]1C[C@H]2N[C@@H]12
LUMO level (eV): 1.05

Each line ends with the Löwdin charge.
Positions of all 13 atoms, in Å:
O: 1.9944 0.6866 0.2463  -0.016
N: -0.8584 0.4351 1.0983  0.060
C: 0.9093 0.2346 -0.5044  -0.338
C: -0.4628 0.8639 -0.2567  -0.205
C: -1.0530 -0.4751 -0.0399  -0.256
C: 0.2891 -1.1736 -0.1948  -0.070
H: 0.6390 -1.6266 0.7375  0.113
H: 0.3693 -1.8870 -1.0179  0.106
H: 1.6796 0.7438 1.1603  0.092
H: -2.0435 -0.8149 -0.3208  0.135
H: 1.1899 0.3086 -1.5586  0.147
H: -0.8825 1.7550 -0.7148  0.137
H: -1.7647 0.8382 1.3247  0.095

Atomic forces in eV per Å
-0.0526 0.0538 0.2936
-0.1325 0.0437 0.1169
-0.1273 -0.0650 -0.2868
0.0318 0.2497 -0.1835
-0.2188 -0.2838 -0.0907
0.0658 -0.1297 0.0076
-0.0129 0.0169 -0.1633
0.0076 0.1426 0.0689
0.0983 -0.0048 -0.0763
0.1596 -0.0194 0.0999
-0.0303 -0.0027 0.1406
0.0648 -0.1616 0.1135
0.1466 0.1604 -0.0404



(4)
Entry from the Open Molecules 2025 dataset: a molecular structure, C15H32CuNO5S (the ωB97M-V functional and the def2-TZVPD basis).

## Properties
Kohn-Sham gap (eV): 3.44
Net charge: -2
ΔE to the lowest compared entry with this formula, charge and spin (eV): 0.477
Spin multiplicity: 1
LUMO level (eV): 4.23

Each line ends with the Löwdin charge.
Positions of all 55 atoms, in Å:
Cu: 1.0097 -1.4063 -0.5905  0.310
S: 3.4425 0.8670 -0.2727  0.672
O: 3.8856 0.7096 -1.6209  -0.289
O: -0.2686 0.5353 -0.7995  -0.257
O: 0.7515 -3.4644 0.5569  -0.379
O: 2.0559 -2.1589 -2.3287  -0.358
O: 2.6445 -0.1329 0.3730  -0.306
N: -1.3442 -0.1169 -0.1876  -0.207
C: 2.4832 -2.2795 -3.5826  -0.472
C: 2.5665 2.4139 0.0005  -0.221
C: -2.7724 -0.3992 1.7704  -0.151
C: -1.6286 0.4034 1.1111  -0.536
C: -3.5982 -1.0659 -0.4223  -0.166
C: -2.4066 -0.4101 -1.1278  -0.517
C: -0.4621 -3.6088 1.1545  -0.454
C: 4.3317 2.3214 1.7838  -0.221
C: 3.3461 3.2217 0.9897  -0.223
C: -2.9241 0.8782 -1.8603  -0.040
C: -1.9630 1.9065 1.1793  -0.056
C: 4.7980 1.1831 0.8747  -0.230
C: -1.8825 -1.4043 -2.1424  -0.053
C: -4.0291 -0.3976 0.8817  -0.186
C: -0.4398 0.1585 2.0779  -0.032
H: -0.1350 -0.8864 2.0413  0.071
H: -1.1418 2.5200 0.7999  0.063
H: 3.8608 4.0833 0.5651  0.102
H: -0.7600 0.4707 3.0779  0.068
H: 0.3651 0.8358 1.7801  0.056
H: -2.9448 0.0495 2.7526  0.103
H: -0.5827 -3.0810 2.1451  0.027
H: -2.6581 -1.7178 -2.8525  0.077
H: -1.3110 -3.1724 0.5741  0.025
H: 5.0901 0.2045 1.2402  0.102
H: -0.6673 -4.6927 1.3404  0.032
H: 1.5265 2.1230 0.1880  0.084
H: -4.0151 0.9461 -1.8626  0.058
H: -4.4597 -1.0664 -1.1054  0.103
H: 3.5860 -2.4702 -3.6112  0.030
H: -2.6276 0.8270 -2.9174  0.064
H: 2.3396 -1.3552 -4.2230  0.031
H: 5.2105 2.9169 2.0431  0.096
H: -2.7960 2.1419 0.5108  0.053
H: -2.4732 -1.4463 1.8234  0.104
H: -3.3770 -2.1196 -0.2428  0.107
H: 2.4590 2.9330 -0.9554  0.106
H: 3.9434 1.9139 2.7169  0.109
H: -0.9801 -1.0865 -2.6722  0.081
H: -2.2102 2.2125 2.2008  0.066
H: -4.4656 0.6023 0.9043  0.096
H: -1.4903 -2.3105 -1.6590  0.082
H: 5.6028 1.5920 0.2524  0.094
H: -4.7416 -1.1298 1.2896  0.095
H: 1.9524 -3.0454 -4.2119  0.028
H: -2.4243 1.7855 -1.5284  0.051
H: 2.7296 3.6688 1.7775  0.107

Atomic forces in eV per Å
-0.1873 -0.8526 -0.5421
-0.8560 -0.1516 0.5633
0.4724 0.2742 -0.2170
0.5083 0.1300 -0.0013
-0.1775 1.0189 -0.0524
-0.4716 0.0085 0.7295
0.2157 -0.4039 0.3057
0.2857 -0.9895 0.2559
-0.1510 0.8262 -0.0717
-0.6190 0.2631 -1.5524
-0.5376 0.3168 -1.0004
-0.2109 -0.2428 1.3873
-0.5833 0.6534 -0.4738
-0.4600 0.8577 0.0449
0.5102 0.1979 -0.1949
0.7708 -0.5256 -0.0460
-0.1298 0.2468 1.9296
0.5271 -0.2618 -1.0136
-0.1974 0.3008 -0.5803
0.3983 0.8871 -1.3133
0.8478 -0.9216 -0.3226
0.7450 -1.2070 0.9654
-0.1213 0.8387 -0.7473
0.1714 0.0471 0.0408
0.1916 -0.1935 0.1303
0.2172 -0.2779 -0.3874
0.0388 -0.2354 0.1161
0.2582 -0.3759 0.0003
-0.1204 -0.2901 0.1051
0.1122 -0.2316 0.1033
-0.0112 0.1868 -0.0247
-0.1324 -0.3094 -0.0905
-0.0922 0.1199 0.4957
-0.4262 0.0801 0.1444
0.1386 -0.1941 0.6173
-0.0063 0.2328 0.2857
0.1833 -0.0360 -0.1753
0.0366 -0.2732 -0.4611
-0.1093 -0.0894 0.0598
0.1628 0.0478 0.0489
-0.0617 -0.0158 0.1864
-0.1770 0.0017 0.2785
0.3204 0.0301 0.4413
0.1494 0.0400 0.3343
0.3850 -0.1210 -0.0769
-0.4433 0.1618 -0.1236
-0.3107 0.5590 -0.0925
0.0064 0.0182 -0.0134
-0.1512 -0.0447 -0.7340
-0.3922 0.0722 0.2883
0.0469 -0.2969 -0.0281
-0.2673 0.5101 0.3241
0.2349 -0.3458 0.1197
-0.1658 -0.0332 0.3679
-0.3649 -0.0076 -0.3334



Number 1: energy -63669.6938 eV, largest force on an atom 4.69 eV/Å. Number 2: energy -113331.5716 eV, largest force on an atom 6.24 eV/Å. Number 3: energy -7797.0130 eV, largest force on an atom 0.37 eV/Å. Number 4: energy -83270.5232 eV, largest force on an atom 1.95 eV/Å.